# 1
# C4H6LiO2Pr

A molecular structure, C4H6LiO2Pr (ωB97M-V with the def2-TZVPD basis set, the Open Molecules 2025 dataset).

Atoms and positions in Å:
Pr1 -1.989 -1.840 -0.691
O1 -1.685 0.518 -0.964
O2 0.384 -2.103 -0.749
C1 0.178 1.113 0.448
C2 -0.420 1.194 -0.834
C3 1.133 -0.874 1.157
C4 0.200 -1.722 0.519
Li1 1.379 -0.579 -1.592
H1 -0.529 0.922 1.266
H2 2.188 -0.955 0.844
H3 1.000 1.819 0.602
H4 -2.462 1.083 -0.912
H5 -0.460 2.165 -1.336
H6 1.084 -0.742 2.241

Computed properties:
HOMO (alpha / beta)   -15.44 / -15.51 eV
2S+1   3
Kohn-Sham gap (alpha / beta)   5.86 / 6.95 eV
Net charge   +2

# 2
# C4H6LiO2Y

A molecular structure, C4H6LiO2Y (ωB97M-V with the def2-TZVPD basis set, the Open Molecules 2025 dataset).

Atoms and positions in Å:
Y1 1.775 0.647 0.317
O1 0.204 -2.167 0.381
O2 0.173 2.574 0.496
C1 -0.218 -2.080 -0.916
C2 -1.576 -2.111 -1.141
C3 -1.160 2.349 0.725
C4 -1.893 1.421 0.081
Li1 -1.262 0.414 2.341
H1 -1.596 3.120 1.363
H2 -2.291 -2.251 -0.307
H3 0.306 3.129 -0.284
H4 -2.975 1.532 0.169
H5 -1.689 0.576 -0.571
H6 -1.987 -2.198 -2.150

Computed properties:
HOMO (alpha / beta)   -10.05 / -10.27 eV
2S+1   2
Kohn-Sham gap (alpha / beta)   5.57 / 5.33 eV
Net charge   +1

Calculated max |F| in order - 0.057; 0.105 hartree/bohr